C2H2F2N2O | the ωB97M-V functional and the def2-TZVPD basis

Calculated values
LUMO energy (alpha / beta) ... 0.07 / -2.87 eV
Gap between HOMO and LUMO (alpha / beta) ... 0.334 / 0.238 hartree
Multiplicity ... 3
<S²> ... 2.014

CARTESIAN COORDINATES (ANGSTROEM)
C1 0.077 -1.345 -0.344
C2 1.031 -1.809 -0.964
N1 -0.432 -0.555 0.564
N2 -0.173 1.105 0.088
O1 -0.793 2.010 0.609
F1 1.512 -2.450 -1.953
F2 -0.020 2.747 1.936
H1 -1.352 -0.562 0.959
H2 0.151 0.859 -0.894

Partial atomic charges computed with the Löwdin method, in multiples of e:
1. C -0.170
2. C -0.104
3. N 0.066
4. N 0.007
5. O -0.075
6. F 0.119
7. F -0.115
8. H 0.111
9. H 0.160